1.
Molecular formula: C49H31BrCl2F9NP2S2Ti
Method: DFT, ωB97M-V/def2-TZVPD

Geometry as XYZ:
```
98
Properties=species:S:1:pos:R:3:forces:R:3
Ti 1.82384 1.99458 -0.74157 0.3 -0.6 0.4
Br 1.56517 4.33481 -2.72168 0.0 -0.1 0.2
C -0.24673 4.79123 -2.28308 0.1 0.0 -0.5
C -0.90064 5.66380 -3.11553 1.5 -0.3 -0.4
C -2.24013 5.96978 -2.87715 0.4 0.2 -0.1
C -2.88646 5.40717 -1.84339 1.1 -1.5 1.1
C -2.19542 4.43087 -1.01922 -1.9 0.8 0.5
C -2.92483 3.79982 0.04441 0.2 0.3 -1.0
C -2.25627 2.89680 0.78493 0.5 0.0 0.8
C -0.88853 2.59113 0.60856 0.4 -0.3 -0.3
C -0.10174 3.14318 -0.37375 -0.6 0.3 -0.8
C -0.83672 4.11711 -1.19138 0.8 -0.5 0.0
H -0.33462 6.07492 -3.96579 -0.5 -0.1 0.5
H -2.72454 6.67428 -3.49300 -0.5 0.7 -0.7
H -3.89389 5.66562 -1.60712 -0.6 0.0 0.1
H -3.99536 3.98545 0.19093 0.5 0.1 -0.1
H -2.73044 2.44064 1.61657 -0.6 -0.6 0.6
H -0.45203 1.81373 1.23903 -0.1 0.3 0.1
F -9.47710 -3.16257 0.23656 0.3 0.4 -0.6
C -9.01780 -2.73795 -0.98983 0.1 -1.4 0.5
F -9.20677 -3.80193 -1.82395 0.5 0.6 0.3
F -9.85710 -1.79082 -1.40184 0.0 0.4 0.0
C -7.57532 -2.26803 -0.88403 -0.6 -0.2 -0.1
C -7.33418 -1.14921 -0.11440 -0.4 0.6 -0.2
C -6.08553 -0.59528 -0.05987 0.8 1.0 0.7
C -4.98211 -1.19659 -0.69171 -0.3 -0.1 0.7
C -5.21857 -2.36785 -1.41008 0.2 -0.2 -0.2
C -6.51141 -2.87400 -1.51608 -0.1 -0.6 -0.5
P -3.35805 -0.37262 -0.44734 0.9 -1.1 -0.9
C -2.89610 -0.72892 1.27910 -0.7 0.0 0.5
C -1.54016 -0.62617 1.53627 1.1 0.4 -1.5
C -1.01662 -0.90990 2.76143 -0.5 -0.1 0.7
C -1.85494 -1.29944 3.78255 -0.2 0.0 0.1
C -3.21404 -1.38618 3.56651 -0.3 0.0 0.2
C -3.76225 -1.07195 2.32158 1.3 -0.6 0.1
C -1.26049 -1.75533 5.07832 0.8 -0.2 -0.1
F -1.88657 -1.26327 6.17700 0.4 -0.1 -0.5
F 0.06344 -1.41696 5.12259 -0.9 -0.1 0.6
F -1.29070 -3.11115 5.19714 -0.1 0.4 0.1
C -2.28731 -1.72502 -1.23977 0.4 0.8 -1.0
C -1.97362 -2.98198 -0.74026 -0.7 0.1 0.8
C -1.31329 -3.93450 -1.48974 -0.3 1.2 0.0
C -0.90523 -3.64755 -2.75983 0.2 0.2 -1.3
C -1.15571 -2.39102 -3.29688 0.5 0.4 0.5
C -1.79043 -1.41538 -2.52305 -0.8 0.1 0.2
C -0.28236 -4.74009 -3.61091 0.4 0.0 -0.6
F 0.51582 -4.26680 -4.63982 -0.9 -0.5 1.2
F 0.45438 -5.60843 -2.88103 -0.2 0.5 -0.4
F -1.24442 -5.50277 -4.21649 0.4 0.4 0.2
H -8.13098 -0.62303 0.37151 -0.4 0.0 0.2
H -5.96702 0.34699 0.54470 0.1 -1.0 -0.8
H -4.41211 -2.93266 -1.90135 -0.4 0.5 0.3
H -6.67917 -3.77142 -2.10729 0.0 0.1 0.1
H -0.82203 -0.38093 0.72609 -0.5 -0.1 0.5
H 0.00718 -0.86306 2.99044 1.3 0.2 -0.3
H -3.78765 -1.74543 4.40983 -0.5 0.0 -0.2
H -4.77031 -1.30958 2.09648 -0.9 0.2 0.1
H -2.30856 -3.23943 0.25605 0.1 -0.1 0.1
H -1.10145 -4.87246 -1.10952 0.3 -1.7 1.0
H -0.71023 -2.16174 -4.24431 -0.1 0.3 -0.4
H -2.01377 -0.39733 -2.88350 0.5 -0.6 -0.2
Cl 2.02077 -2.50882 1.21430 -0.4 0.9 0.3
C 2.16269 -2.20763 -0.49562 0.2 -0.7 -0.4
C 2.53840 -3.35092 -1.16995 0.7 -0.8 -0.8
C 2.75245 -3.39613 -2.55688 -0.6 0.9 0.9
C 2.50232 -2.18381 -3.22047 0.0 -1.0 -1.5
C 2.07129 -1.05976 -2.57715 -0.1 0.5 0.6
Cl 1.64316 0.41076 -3.51269 0.3 -0.7 0.6
C 1.94340 -0.96614 -1.14438 -0.2 0.5 0.0
N 1.64302 0.18075 -0.53849 -0.3 1.1 0.0
H 2.74146 -4.22698 -0.55550 -0.2 0.0 -0.2
H 2.96291 -4.32662 -3.09209 0.1 0.5 0.3
H 2.58457 -2.20395 -4.31462 -0.1 0.3 0.4
S 4.41149 1.90663 -1.31112 -0.2 0.1 -1.1
P 4.65436 2.20215 0.61803 0.2 -0.2 0.2
S 3.03957 3.11207 1.38175 -0.2 0.0 -0.2
C 6.16914 3.16526 1.01370 -1.2 -1.5 0.2
C 6.16605 4.49748 0.69690 -0.2 0.9 -0.8
C 7.16071 5.31282 1.18412 0.1 0.6 -0.1
C 8.10410 4.77352 2.04256 0.5 1.2 -0.1
C 8.14706 3.43851 2.29581 0.3 -1.2 0.3
C 7.16177 2.59551 1.77998 1.0 0.1 0.5
C 4.90331 0.60551 1.45573 -0.4 0.9 0.3
C 4.57446 0.61331 2.79184 -0.4 0.8 1.4
C 4.62339 -0.54622 3.55085 0.3 -0.1 -1.3
C 4.90725 -1.72959 2.86724 0.0 -0.2 2.0
C 5.23261 -1.74076 1.53585 0.0 -0.4 0.4
C 5.27126 -0.56675 0.84450 0.0 0.7 -2.0
H 5.37424 4.87315 0.04374 0.2 0.0 0.3
H 7.23920 6.36640 0.90600 -0.3 -0.3 0.2
H 8.83232 5.43045 2.50484 0.1 0.0 -0.1
H 8.98126 3.04186 2.87749 -0.4 0.0 0.0
H 7.23429 1.53320 2.01486 -0.4 0.3 -0.2
H 4.23239 1.56912 3.23898 0.3 -0.8 -0.2
H 4.45928 -0.53545 4.60805 -0.3 0.0 0.4
H 4.88468 -2.63806 3.48111 0.0 0.1 -0.6
H 5.38409 -2.67580 1.05745 0.3 -0.6 -0.5
H 5.46527 -0.51022 -0.23974 0.0 -0.3 0.6
```
Positions in Å, forces in eV/Å.

Properties
net charge	-1
E_HOMO (alpha / beta)	-4.491 / -4.511	eV
Kohn-Sham gap (alpha / beta)	6.6 / 6.6	eV
spin multiplicity	2

***

2.
Molecular formula: C49H33Br3GaN2O5PS3
Method: DFT, ωB97M-V/def2-TZVPD

Geometry as XYZ:
```
97
Properties=species:S:1:pos:R:3:forces:R:3
Ga 0.49488 0.48848 0.27997 0.1 0.3 -0.1
Br 4.72687 2.06286 5.25116 0.0 0.0 0.0
C 3.71115 1.83854 3.68333 0.1 0.0 0.1
C 4.19247 1.06806 2.64421 0.0 0.0 -0.1
C 3.37391 0.88515 1.54219 -0.1 0.1 0.0
N 2.14913 1.41429 1.46588 -0.1 -0.1 0.1
C 1.71396 2.20086 2.45716 -0.1 0.0 -0.2
C 2.47371 2.44424 3.58588 -0.1 0.1 0.1
C 0.35984 2.79350 2.26153 0.0 -0.1 -0.1
C -0.12826 3.82332 3.04443 0.1 0.0 0.1
C -1.39536 4.30699 2.76776 0.0 0.1 0.1
Br -2.10478 5.69046 3.82998 0.0 0.0 0.0
C -2.13377 3.78745 1.72527 0.0 0.0 -0.1
C -1.56364 2.76589 0.98413 0.2 -0.1 0.1
N -0.35222 2.28389 1.25568 -0.2 -0.1 -0.1
H 5.16829 0.60485 2.68548 0.0 0.0 0.0
H 3.70083 0.32132 0.67844 -0.1 -0.1 0.0
H 2.10154 3.05663 4.39324 0.0 0.0 0.0
H 0.45583 4.24855 3.84772 0.0 0.0 0.0
H -3.11411 4.17055 1.47903 0.0 -0.1 0.0
H -2.08336 2.32699 0.14359 0.0 0.0 0.0
O 3.55863 0.20048 -1.51726 -0.1 -0.2 0.1
C 2.50107 -0.40048 -1.51676 -0.2 0.0 0.1
O 1.82251 -0.72226 -0.42865 0.3 0.2 0.0
C 1.88505 -0.88025 -2.80188 -0.2 0.1 0.1
C 2.72306 -1.01091 -3.90589 0.1 0.0 0.1
C 2.23435 -1.47318 -5.11284 0.0 0.0 0.0
C 0.89137 -1.81437 -5.22300 0.1 0.0 0.0
C 0.04704 -1.66105 -4.13764 0.0 0.0 0.1
C 0.52149 -1.17936 -2.91466 0.0 0.1 -0.1
P -0.70626 -0.99059 -1.53874 0.1 -0.2 -0.1
C -1.02073 -2.77513 -1.24987 -0.1 0.1 0.0
C -0.12130 -3.43456 -0.41071 -0.1 0.0 -0.2
C -0.23126 -4.79962 -0.19383 0.0 0.0 0.0
C -1.24478 -5.52549 -0.80670 0.0 0.0 0.0
C -2.13985 -4.87882 -1.64647 0.0 0.1 0.0
C -2.02839 -3.51138 -1.86959 0.1 -0.1 -0.1
C -2.13707 -0.27322 -2.42173 0.1 0.0 0.0
C -1.87483 0.79385 -3.28602 -0.1 0.0 0.0
C -2.91188 1.47161 -3.90697 0.0 0.0 0.0
C -4.22893 1.09278 -3.67966 0.0 0.0 0.0
C -4.50235 0.04849 -2.80853 0.1 0.0 0.0
C -3.46362 -0.61982 -2.17003 -0.1 0.0 -0.1
H 3.76673 -0.74305 -3.78597 -0.1 0.0 0.0
H 2.89449 -1.56850 -5.96611 0.0 0.0 0.0
H 0.50223 -2.19495 -6.15916 0.0 0.0 0.0
H -1.00098 -1.91931 -4.24115 0.0 0.0 0.0
H 0.67222 -2.87563 0.06295 0.0 0.0 0.0
H 0.47711 -5.29773 0.45916 0.0 0.1 0.0
H -1.33176 -6.59260 -0.63394 0.0 0.1 0.0
H -2.93170 -5.43515 -2.13624 0.1 0.0 0.0
H -2.72008 -3.03322 -2.55214 0.0 0.0 0.0
H -0.85165 1.09854 -3.46603 0.0 0.0 0.0
H -2.69133 2.30234 -4.56815 0.0 -0.1 0.1
H -5.04102 1.61699 -4.17092 0.1 0.0 0.0
H -5.52775 -0.25105 -2.62464 0.0 0.0 0.0
H -3.69481 -1.40661 -1.46406 0.1 0.1 -0.4
Br 5.39999 5.41285 -4.24378 0.0 0.0 0.0
C 3.86210 4.64790 -3.43685 0.0 0.0 0.0
C 4.00067 3.93831 -2.25594 0.0 -0.1 0.0
C 2.87558 3.35727 -1.68928 0.0 0.0 -0.1
C 1.62894 3.50242 -2.28531 0.1 -0.1 0.1
C 1.50988 4.23430 -3.45780 -0.1 0.1 -0.1
C 2.62911 4.80620 -4.04598 -0.1 0.0 0.0
C 0.41259 2.86611 -1.67238 -0.2 -0.2 0.0
O -0.65321 3.45649 -1.64656 0.1 0.0 0.0
O 0.59923 1.64000 -1.24922 0.3 0.2 -0.1
H 4.97522 3.81817 -1.80094 0.0 0.0 0.0
H 2.96710 2.77441 -0.78337 0.0 -0.1 0.0
H 0.53302 4.35499 -3.91217 0.0 0.0 0.0
H 2.54651 5.36785 -4.96687 0.0 0.0 0.0
O -0.08249 -0.24315 1.86721 0.0 0.1 0.6
C -0.65057 -1.22812 2.67074 0.0 -0.1 -0.3
C 0.41063 -2.28196 2.98997 -0.1 0.0 0.2
C 1.62171 -2.43032 2.38774 0.2 0.0 0.0
C 2.39277 -3.50069 2.93821 0.0 0.1 -0.2
C 1.75012 -4.13726 3.95256 -0.1 0.0 0.1
S 0.22049 -3.43043 4.26498 0.0 0.0 -0.1
C -1.83802 -1.84638 1.94929 0.0 0.0 0.0
C -2.25419 -3.13479 1.86566 -0.3 -0.2 0.1
C -3.47085 -3.28075 1.12897 0.0 -0.1 0.1
C -3.94390 -2.09685 0.66329 -0.1 0.0 0.2
S -2.91309 -0.79730 1.09894 0.0 0.0 0.1
C -1.16713 -0.59721 3.98051 0.2 0.1 -0.2
C -2.44401 -0.37898 4.40397 -0.1 0.0 0.1
C -2.51857 0.31853 5.64912 -0.1 -0.1 -0.1
C -1.29229 0.60534 6.15603 0.1 0.0 0.0
S -0.04568 0.03046 5.13310 0.2 0.1 -0.1
H 1.95821 -1.79350 1.57708 0.0 -0.1 0.1
H 3.37881 -3.77695 2.58207 -0.1 0.0 0.1
H 2.08633 -4.97377 4.55205 0.0 0.1 -0.1
H -1.72242 -3.96715 2.30893 0.0 0.1 0.0
H -3.95554 -4.23345 0.95132 0.1 0.1 0.0
H -4.83580 -1.91157 0.07764 0.1 -0.1 0.2
H -3.31889 -0.70826 3.85910 0.1 0.0 0.0
H -3.44877 0.56962 6.14312 0.1 0.0 0.0
H -1.04553 1.10799 7.08257 -0.1 -0.1 -0.1
```
Positions in Å, forces in eV/Å.

Properties
net charge	0
E_HOMO	-8.408	eV
Kohn-Sham gap	7.7	eV

***

Energy relative to the best compared isomer or geometry (same formula, charge and spin), record by record: 0.0, 14.3 kcal per mole